No. 1
79
Properties=species:S:1:pos:R:3:mulliken_charge:R:1 method="wB97M-V/def2-TZVPD" total_charge=+3 orbital_gap_ev=6.634 homo_energy_ev=-16.1461 fmax_ev_per_a=2.95 total_energy_ha=-4886.45484
Al -0.505 -0.247 -0.408 -1.26
P -2.946 -0.170 -0.568 1.37
P -0.026 -2.579 -0.891 1.06
P -0.074 2.288 -0.340 1.09
H 3.344 -0.828 -1.990 0.08
C 3.537 0.106 -1.442 -0.11
C 3.886 -0.014 -0.155 -0.80
H 4.295 -0.990 0.153 0.33
C -3.863 -0.157 -2.157 -1.25
C -3.599 -1.637 0.331 -1.46
C -3.671 1.206 0.390 -1.21
C 1.622 -3.331 -1.097 -1.09
C -0.677 -3.475 0.564 -1.30
C -0.981 -3.115 -2.341 -1.08
C 1.578 3.052 -0.239 -1.26
C -0.856 3.113 1.092 -1.27
C -0.877 3.129 -1.768 -0.98
H 3.431 1.088 -1.917 0.45
H 3.784 0.800 0.571 0.25
H -4.937 -0.294 -1.962 0.48
H -3.502 -0.959 -2.825 0.35
H -3.708 0.801 -2.682 0.40
H -4.664 -1.473 0.572 0.64
H -3.041 -1.780 1.269 0.43
H -3.501 -2.563 -0.255 0.35
H -4.745 1.021 0.536 0.63
H -3.543 2.172 -0.110 0.37
H -3.191 1.279 1.370 0.18
H 1.518 -4.125 -1.855 0.49
H 1.971 -3.799 -0.161 0.46
H 2.373 -2.602 -1.437 -0.01
H -0.480 -4.541 0.379 0.54
H -1.750 -3.284 0.692 0.29
H -0.145 -3.159 1.473 0.28
H -0.614 -4.117 -2.616 0.59
H -0.802 -2.412 -3.177 0.21
H -2.065 -3.152 -2.140 0.26
H 1.469 4.121 -0.466 0.53
H 2.292 2.596 -0.931 0.15
H 1.966 2.956 0.783 0.34
H -0.543 4.165 1.087 0.58
H -0.515 2.658 2.030 0.42
H -1.948 3.055 1.041 0.29
H -0.483 4.155 -1.846 0.51
H -1.972 3.143 -1.639 0.29
H -0.642 2.588 -2.707 0.19
C 1.374 0.194 -4.610 0.98
C 2.768 0.036 -4.583 0.21
C 3.544 -0.071 -5.748 -0.81
C 2.938 0.070 -7.007 -0.50
C 1.548 0.318 -7.066 -0.83
C 0.790 0.367 -5.888 -0.83
Se 0.049 0.229 -3.147 -0.07
H 0.810 -0.125 -1.666 0.24
H 3.317 0.004 -3.640 0.35
H 4.625 -0.244 -5.678 0.43
H 3.527 0.001 -7.926 0.40
H 1.057 0.473 -8.036 0.40
H -0.291 0.543 -5.944 0.31
N -1.399 1.966 9.667 -0.39
C -1.079 1.550 8.618 -0.14
C -0.684 1.053 7.316 0.39
C -1.366 1.497 6.169 -1.04
C -0.975 1.049 4.903 -0.33
C 0.123 0.178 4.805 1.89
C 0.782 -0.301 5.934 -0.63
C 0.364 0.126 7.195 -1.07
N 0.545 -0.230 3.534 0.33
C 1.588 -1.112 3.206 -0.42
C 1.507 -1.311 1.870 -1.42
N 0.414 -0.575 1.378 1.23
C -0.115 0.082 2.413 -0.24
H -2.199 2.198 6.273 0.46
H -1.537 1.387 4.030 0.28
H 1.605 -1.001 5.823 0.38
H 0.859 -0.252 8.089 0.48
H 2.188 -1.589 3.956 0.50
H 2.138 -1.875 1.197 0.54
H -1.016 0.677 2.351 0.12

No. 2
13
Properties=species:S:1:pos:R:3:mulliken_charge:R:1 method="wB97M-V/def2-TZVPD" de_lowest_kcal_mol=52.1 orbital_gap_ev=8.577 homo_energy_ev=-8.6877 fmax_ev_per_a=0.94 total_energy_ha=-800.29646
C -0.216 -0.720 -0.547 0.00
C -1.057 -1.928 -0.352 -0.03
C -0.063 0.160 0.455 0.14
C 0.219 2.178 2.458 -0.27
H -1.167 -2.575 -1.261 0.30
H -0.556 -0.060 1.366 0.35
H 1.259 1.454 -0.422 0.27
H 0.436 2.921 3.200 0.29
H -0.586 1.450 2.670 0.23
N 0.688 1.286 0.404 0.28
N 0.903 2.202 1.389 -0.80
O -1.610 -2.178 0.694 -0.52
Cl 0.533 -0.489 -2.102 -0.23

No. 3
67
Properties=species:S:1:pos:R:3:mulliken_charge:R:1 method="wB97M-V/def2-TZVPD" orbital_gap_ev=7.863 homo_energy_ev=-9.1283 fmax_ev_per_a=4.58 total_energy_ha=-18257.08480
O -1.857 -4.005 -3.135 -0.53
C -1.863 -2.780 -2.854 0.23
C -2.809 -1.709 -3.604 0.45
C -2.336 -0.375 -3.820 -0.18
C -0.853 0.013 -3.347 0.42
O -0.065 0.748 -3.986 -0.54
C -0.390 -0.666 -1.959 0.47
C 0.503 0.081 -0.920 -0.17
C 0.957 1.614 -1.203 0.08
C -0.397 2.503 -1.079 -0.32
C -0.659 3.470 -2.335 -0.42
Br -2.156 4.720 -1.809 -0.23
C 0.908 -0.685 0.373 -0.46
C 0.416 -2.129 0.621 -0.35
C -0.485 -2.864 -0.432 -0.84
C -0.905 -2.137 -1.727 0.28
H -3.872 -1.935 -3.946 -0.32
H -2.970 0.440 -4.316 0.16
H 1.645 1.975 -0.346 -0.07
H 1.492 1.733 -2.201 0.38
H -1.291 1.789 -0.968 0.39
H -0.361 3.116 -0.111 0.01
H -1.037 2.942 -3.273 0.23
H 0.295 4.027 -2.624 0.31
H 1.579 -0.218 1.182 0.63
H 0.679 -2.725 1.576 0.17
H -0.847 -3.923 -0.228 0.39
C -0.836 3.080 3.173 0.31
Cl -2.307 3.290 2.208 -0.08
Cl -0.101 1.515 2.777 -0.02
Cl 0.315 4.381 2.794 -0.10
Cl -1.244 3.136 4.901 -0.11
C 1.084 -4.313 4.774 0.15
Cl -0.101 -4.085 6.080 -0.04
Cl 1.028 -5.993 4.200 -0.02
Cl 0.700 -3.213 3.428 -0.12
Cl 2.713 -3.954 5.386 -0.10
C -0.454 -7.965 8.422 0.32
Cl 0.070 -8.957 9.800 -0.10
Cl 0.910 -6.983 7.854 -0.05
Cl -1.007 -9.030 7.107 -0.08
Cl -1.777 -6.900 8.938 -0.09
C -0.799 8.055 -3.475 0.28
Cl -2.346 8.778 -2.984 -0.09
Cl 0.206 9.287 -4.267 -0.10
Cl 0.046 7.434 -2.040 -0.04
Cl -1.102 6.722 -4.610 -0.06
C -6.906 -0.519 -4.188 0.38
Cl -8.383 -0.316 -5.153 -0.10
Cl -6.154 -2.081 -4.579 -0.15
Cl -5.771 0.797 -4.560 -0.08
Cl -7.316 -0.476 -2.461 -0.09
C -3.166 -6.483 4.700 0.30
Cl -2.087 -5.104 4.387 0.00
Cl -2.255 -8.009 4.573 -0.09
Cl -3.861 -6.337 6.325 -0.08
Cl -4.476 -6.485 3.498 -0.10
C 4.409 3.487 -1.308 0.35
Cl 3.216 3.718 -0.010 -0.04
Cl 4.349 1.805 -1.877 -0.09
Cl 4.036 4.582 -2.656 -0.10
Cl 6.035 3.843 -0.687 -0.12
C 10.003 4.054 -2.800 0.32
Cl 9.636 3.307 -4.369 -0.10
Cl 11.242 3.096 -1.962 -0.10
Cl 10.605 5.706 -3.058 -0.10
Cl 8.526 4.109 -1.812 -0.03

No. 4
15
Properties=species:S:1:pos:R:3:mulliken_charge:R:1 method="wB97M-V/def2-TZVPD" de_lowest_kcal_mol=47.1 orbital_gap_ev=7.591 homo_energy_ev=-7.1974 fmax_ev_per_a=0.56 total_energy_ha=-341.92864
C 2.142 -0.119 -0.913 -1.03
N 0.890 0.500 -0.546 -0.08
C -0.122 -0.050 0.071 0.30
N -0.171 -1.320 0.454 -0.34
C -1.256 0.939 0.355 0.89
O -0.933 2.128 0.060 -0.81
C -2.390 0.403 0.897 -1.12
H 2.796 0.642 -1.340 0.34
H 1.992 -0.904 -1.664 0.33
H 2.644 -0.549 -0.038 0.34
H 0.659 1.502 -0.672 0.35
H 0.578 -1.979 0.293 0.22
H -1.002 -1.577 0.953 0.15
H -3.211 1.043 1.191 0.29
H -2.618 -0.659 0.897 0.18

No. 5
146
Properties=species:S:1:pos:R:3:mulliken_charge:R:1 method="wB97M-V/def2-TZVPD" orbital_gap_ev=9.769 homo_energy_ev=-9.2283 fmax_ev_per_a=4.13 total_energy_ha=-4844.70399
C 6.395 -14.784 12.115 -1.76
C 6.420 -16.078 12.863 1.82
C 7.344 -17.178 12.436 -0.49
O 7.152 -17.638 11.075 -0.28
C 7.907 -18.811 10.737 -0.34
N 6.516 -15.904 14.339 -0.38
H 6.568 -14.986 11.068 0.36
H 7.234 -14.158 12.464 0.50
H 5.517 -14.222 12.244 0.39
H 5.462 -16.548 12.674 -0.86
H 7.192 -18.012 13.098 -0.27
H 8.456 -16.852 12.478 0.14
H 8.933 -18.822 11.084 0.54
H 7.887 -18.791 9.629 -0.13
H 7.554 -19.796 11.110 0.06
H 7.173 -16.636 14.551 0.16
H 6.993 -15.047 14.455 0.29
C 1.626 -26.405 13.842 -1.10
C 2.490 -27.637 14.142 0.43
C 3.891 -27.372 13.604 0.38
O 3.802 -27.028 12.184 -0.37
C 5.044 -26.618 11.620 -0.57
N 2.493 -27.908 15.554 -0.71
H 1.637 -25.758 14.699 0.22
H 0.607 -26.634 13.601 0.36
H 1.991 -25.847 12.947 0.01
H 2.140 -28.552 13.600 0.32
H 4.685 -28.166 13.789 0.39
H 4.264 -26.547 14.169 -0.62
H 5.585 -25.930 12.344 0.11
H 4.832 -26.172 10.706 0.23
H 5.676 -27.498 11.453 0.38
H 3.103 -27.233 16.033 0.01
H 3.031 -28.793 15.728 0.34
C -0.178 -20.859 10.551 -0.95
C -0.450 -21.052 12.068 0.28
C -0.668 -22.549 12.332 -0.52
O -1.756 -22.992 11.540 -0.29
C -2.818 -23.531 12.283 -0.78
N 0.722 -20.705 12.879 -0.20
H -0.102 -19.783 10.256 0.28
H -0.988 -21.268 9.894 0.41
H 0.766 -21.331 10.335 -0.10
H -1.368 -20.612 12.461 0.40
H -0.927 -22.813 13.357 0.65
H 0.184 -23.159 12.053 -0.22
H -3.578 -23.680 11.451 0.20
H -3.160 -22.895 13.047 0.36
H -2.524 -24.533 12.722 0.26
H 0.390 -20.692 13.829 0.28
H 1.074 -19.766 12.704 -0.12
C 7.649 -21.105 14.523 -0.88
C 7.607 -20.292 15.792 1.41
C 8.229 -21.052 16.907 -1.50
O 7.624 -22.284 17.091 -0.07
C 8.457 -23.155 17.848 -0.91
N 8.213 -18.942 15.540 -0.41
H 8.721 -21.006 14.141 0.45
H 6.951 -20.676 13.808 -0.13
H 7.297 -22.163 14.649 0.08
H 6.516 -20.123 16.016 -0.60
H 8.095 -20.466 17.850 0.41
H 9.328 -21.125 16.826 0.50
H 8.973 -22.644 18.741 0.37
H 9.312 -23.612 17.242 0.32
H 7.735 -23.909 18.241 0.21
H 8.934 -18.623 16.205 0.26
H 8.733 -19.160 14.720 0.39
C 2.310 -21.758 4.963 -1.19
C 1.657 -21.769 6.391 0.20
C 1.201 -23.150 6.887 -0.86
O 0.720 -22.934 8.188 -0.08
C 0.396 -24.158 8.776 -0.59
N 2.557 -21.153 7.419 -0.27
H 3.366 -22.199 5.067 0.05
H 2.355 -20.739 4.699 0.39
H 1.694 -22.322 4.230 0.42
H 0.716 -21.144 6.408 0.31
H 2.091 -23.811 6.992 0.34
H 0.470 -23.562 6.208 0.45
H -0.122 -24.821 8.111 0.38
H -0.163 -23.997 9.699 -0.03
H 1.398 -24.555 9.020 0.26
H 2.121 -21.247 8.310 0.18
H 3.426 -21.655 7.542 0.04
C 3.408 -24.694 17.342 -1.66
C 4.740 -24.098 17.116 1.23
C 5.749 -24.949 16.407 0.44
O 6.025 -26.016 17.286 -0.44
C 6.600 -27.161 16.633 -0.56
N 4.506 -23.018 16.165 -0.04
H 3.417 -25.805 17.502 0.32
H 2.673 -24.554 16.534 0.23
H 2.903 -24.330 18.257 0.35
H 5.220 -23.723 18.084 0.18
H 6.604 -24.300 16.256 0.20
H 5.397 -25.364 15.499 -0.61
H 5.923 -27.730 15.861 0.06
H 6.798 -27.882 17.396 0.38
H 7.499 -26.966 16.019 0.31
H 5.312 -22.450 16.171 -0.35
H 3.715 -22.424 16.372 0.18
C 4.243 -17.922 10.031 0.52
C 3.289 -19.117 10.273 0.78
O 1.974 -18.562 10.473 -0.11
S 2.102 -17.158 11.204 0.89
O 1.927 -17.358 12.609 -0.51
O 1.292 -16.179 10.543 -0.68
O 3.672 -16.931 11.035 -0.19
H 4.122 -17.484 9.034 0.31
H 5.274 -18.120 10.264 -0.38
H 3.523 -19.617 11.195 -0.20
H 3.245 -19.807 9.392 -0.35
C 3.199 -16.855 15.136 0.39
C 4.305 -16.835 16.135 -0.41
O 4.839 -18.225 16.193 -0.38
S 3.782 -19.241 15.613 1.14
O 3.400 -20.111 16.657 -0.78
O 4.246 -19.764 14.319 -0.08
O 2.606 -18.151 15.362 -0.42
H 3.545 -16.794 14.087 -0.52
H 2.413 -16.111 15.239 0.52
H 3.937 -16.602 17.139 0.23
H 5.202 -16.273 15.834 0.43
C 4.848 -22.751 12.858 0.90
C 3.484 -23.008 12.032 1.26
O 3.867 -22.866 10.675 0.00
S 5.476 -22.927 10.504 0.66
O 5.874 -21.579 10.136 -0.07
O 5.838 -24.116 9.698 -0.68
O 5.893 -23.196 11.976 -0.30
H 4.862 -23.275 13.779 -0.21
H 4.946 -21.655 13.021 -0.53
H 2.756 -22.321 12.292 0.03
H 3.072 -24.009 12.179 -0.87
C 6.624 -21.583 5.938 -0.64
C 6.222 -20.566 4.850 -0.25
O 6.927 -19.309 5.279 -0.39
S 7.430 -19.399 6.748 1.14
O 6.866 -18.347 7.517 -0.46
O 8.792 -19.745 6.759 -0.59
O 6.625 -20.820 7.116 -0.23
H 7.626 -22.000 5.930 0.33
H 6.125 -22.449 5.825 0.57
H 5.161 -20.308 4.868 0.16
H 6.504 -20.754 3.836 0.34

No. 6
51
Properties=species:S:1:pos:R:3:mulliken_charge:R:1 method="wB97M-V/def2-TZVPD" smiles="CCCCCOc1ccc(N2C(=O)C[C@H](N(O)c3ccccc3)C2=O)cc1" de_lowest_kcal_mol=77.9 orbital_gap_ev=8.987 homo_energy_ev=-8.2467 fmax_ev_per_a=0.60 total_energy_ha=-1225.07405
C -7.489 -0.535 -2.273 -1.20
C -6.051 -0.981 -2.036 -0.63
C -5.398 -0.306 -0.829 -0.14
C -6.025 -0.728 0.498 -0.43
C -5.318 -0.143 1.724 -0.75
O -4.039 -0.712 1.931 -0.42
C -2.913 -0.158 1.419 0.47
C -2.809 1.086 0.803 -0.10
C -1.584 1.540 0.349 -0.55
C -0.451 0.756 0.494 0.11
C -0.540 -0.488 1.107 -0.10
C -1.758 -0.933 1.569 -1.03
H -1.848 -1.893 2.051 0.44
H 0.341 -1.100 1.222 0.43
N 0.803 1.216 0.004 0.32
C 1.974 1.122 0.722 0.08
O 2.102 0.672 1.831 -0.62
C 3.099 1.703 -0.139 -0.05
N 4.277 0.858 -0.180 0.19
C 4.178 -0.530 -0.316 0.35
C 3.056 -1.152 -0.862 0.14
C 3.028 -2.526 -1.016 -0.94
C 4.105 -3.307 -0.638 -0.52
C 5.228 -2.693 -0.110 -0.50
C 5.268 -1.323 0.049 -0.57
H 6.152 -0.852 0.449 0.49
H 6.082 -3.285 0.184 0.38
H 4.071 -4.379 -0.757 0.39
H 2.145 -2.987 -1.435 0.41
H 2.194 -0.589 -1.176 0.32
O 5.240 1.288 0.741 -0.51
H 4.992 0.979 1.631 0.36
C 2.448 1.994 -1.488 -1.08
C 0.972 1.719 -1.281 0.51
O 0.087 1.883 -2.074 -0.60
H 2.586 3.024 -1.817 0.35
H 2.838 1.348 -2.276 0.39
H 3.433 2.636 0.332 0.63
H -1.516 2.504 -0.130 0.39
H -3.671 1.718 0.663 0.21
H -5.271 0.948 1.662 0.34
H -5.884 -0.409 2.623 0.34
H -7.068 -0.409 0.537 0.35
H -5.998 -1.817 0.579 0.28
H -5.476 0.778 -0.942 0.20
H -4.337 -0.567 -0.821 0.20
H -6.024 -2.064 -1.901 0.32
H -5.458 -0.744 -2.923 0.34
H -8.136 -0.842 -1.455 0.32
H -7.873 -0.976 -3.190 0.37
H -7.541 0.548 -2.367 0.29

No. 7
15
Properties=species:S:1:pos:R:3:mulliken_charge:R:1 method="wB97M-V/def2-TZVPD" total_charge=-1 orbital_gap_ev=7.810 homo_energy_ev=-4.7767 fmax_ev_per_a=0.29 total_energy_ha=-3282.08289
C -1.261 -2.175 -1.109 -0.98
C 0.073 -1.721 -0.530 -0.48
S -0.130 -0.405 0.717 -0.12
C 0.784 0.954 0.011 -0.87
In 0.670 2.755 1.345 0.60
Br -0.912 2.192 3.372 -0.60
H -1.712 -1.365 -1.678 0.26
H -1.953 -2.448 -0.317 0.28
H -1.125 -3.028 -1.774 0.32
H 0.596 -2.560 -0.074 0.30
H 0.702 -1.313 -1.317 0.29
H 1.826 0.667 -0.122 0.33
H 0.363 1.215 -0.959 0.32
H 2.249 3.198 1.970 -0.33
H -0.171 4.035 0.463 -0.32

No. 8
42
Properties=species:S:1:pos:R:3:mulliken_charge:R:1 method="wB97M-V/def2-TZVPD" smiles="NC(N)=O.NC(N)=O.NC(N)=O.CO.CO.CO" de_lowest_kcal_mol=52.2 orbital_gap_ev=9.461 homo_energy_ev=-9.4595 fmax_ev_per_a=3.17 total_energy_ha=-1023.02816
C -3.211 0.575 -2.601 -0.76
O -2.001 1.071 -2.078 -0.41
H -3.267 -0.430 -3.023 0.30
H -4.000 0.692 -1.853 0.26
H -3.677 1.211 -3.367 0.34
H -1.407 1.259 -2.811 0.27
C 1.050 -0.168 4.731 -0.38
O 1.918 -0.090 5.879 -0.52
H 1.499 -0.739 3.925 0.19
H 0.086 -0.550 5.073 0.30
H 0.835 0.830 4.334 0.12
H 1.627 0.714 6.319 0.30
C 0.187 0.215 0.554 -0.39
O 0.603 1.606 0.623 -0.60
H 0.444 -0.340 1.451 0.25
H -0.894 0.376 0.590 0.25
H 0.545 -0.146 -0.407 0.14
H 0.503 2.057 -0.217 0.29
C -1.065 -3.257 -0.053 0.53
O -1.359 -3.870 0.974 -0.67
N -1.828 -2.203 -0.488 -0.24
N 0.012 -3.482 -0.806 -0.28
H -1.489 -1.800 -1.346 0.14
H -2.648 -1.818 -0.069 0.16
H 0.744 -4.118 -0.549 0.22
H 0.325 -2.794 -1.480 0.21
C -0.646 4.652 2.312 0.48
O -0.874 5.687 2.921 -0.66
N -1.562 3.945 1.591 -0.31
N 0.587 4.072 2.302 -0.31
H -2.546 4.140 1.639 0.21
H -1.362 2.995 1.326 0.18
H 0.788 3.237 1.777 0.31
H 1.253 4.514 2.909 0.18
C 2.225 -2.076 -3.467 0.60
O 1.384 -1.657 -2.667 -0.65
N 1.951 -2.984 -4.415 -0.39
N 3.518 -1.632 -3.429 -0.42
H 0.997 -3.298 -4.437 0.23
H 2.711 -3.312 -4.977 0.17
H 4.228 -2.083 -3.975 0.16
H 3.819 -0.999 -2.713 0.22

Repeat the seventh record exactly.
15
Properties=species:S:1:pos:R:3:mulliken_charge:R:1 method="wB97M-V/def2-TZVPD" total_charge=-1 orbital_gap_ev=7.810 homo_energy_ev=-4.7767 fmax_ev_per_a=0.29 total_energy_ha=-3282.08289
C -1.261 -2.175 -1.109 -0.98
C 0.073 -1.721 -0.530 -0.48
S -0.130 -0.405 0.717 -0.12
C 0.784 0.954 0.011 -0.87
In 0.670 2.755 1.345 0.60
Br -0.912 2.192 3.372 -0.60
H -1.712 -1.365 -1.678 0.26
H -1.953 -2.448 -0.317 0.28
H -1.125 -3.028 -1.774 0.32
H 0.596 -2.560 -0.074 0.30
H 0.702 -1.313 -1.317 0.29
H 1.826 0.667 -0.122 0.33
H 0.363 1.215 -0.959 0.32
H 2.249 3.198 1.970 -0.33
H -0.171 4.035 0.463 -0.32